This record from the OMol25 dataset describes H8LiO4 as an isolated structure in a non-equilibrium geometry. The level of theory is ωB97M-V/def2-TZVPD.

The lowest unoccupied orbital energy comes out at -3.559 eV. The largest force on an atom comes out at 7.9 eV/A. As for the energy above the lowest of the compared OMol25 structures with the same formula, charge and spin: 85.58 kcal per mole. Its HOMO-LUMO gap is 12.4 eV. As for the net charge: +1.

Cartesian coordinates (Å):
1 Li -0.0398 0.0055 0.1538
2 O 1.1330 -0.9696 0.0030
3 H 1.3671 -1.8235 -0.3609
4 H 1.9233 -0.6774 0.4570
5 O 0.0717 0.6704 -1.2265
6 H 0.6998 1.1523 -1.7645
7 H -0.7725 0.8182 -1.6529
8 O 0.0170 0.9130 1.4575
9 H 0.7117 0.8689 2.1146
10 H -0.3937 1.7659 1.5993
11 O -1.2555 -0.6844 -0.2148
12 H -2.1687 -0.4023 -0.2659
13 H -1.2934 -1.6371 -0.2997

Force components x, y, z for each atom (eV/Å):
Li 2.02 2.00 2.35
O 3.70 -3.10 0.47
H 0.08 -0.26 -0.16
H 0.50 -0.08 0.15
O 0.63 3.51 -4.64
H 0.34 0.27 -0.13
H -0.11 0.11 -0.38
O 0.28 1.70 2.47
H 0.13 -0.02 0.42
H -0.18 0.32 0.06
O -6.74 -4.00 -0.74
H -0.48 -0.05 0.13
H -0.16 -0.40 0.01

***

This record from the OMol25 dataset describes H8N2Si2 as an isolated structure in a non-equilibrium geometry. The level of theory is ωB97M-V/def2-TZVPD.

The lowest unoccupied orbital energy comes out at 0.547 eV. The largest force on an atom comes out at 4.0 eV/A. As for the energy above the lowest of the compared OMol25 structures with the same formula, charge and spin: 67.92 kcal per mole. Its HOMO-LUMO gap is 9.9 eV.

Cartesian coordinates (Å):
1 N 1.8287 1.5742 0.7593
2 N -0.2401 0.0734 -0.4928
3 Si -1.3782 1.3466 -0.1322
4 Si 1.3818 0.3491 -0.2308
5 H 2.8586 1.7979 0.7607
6 H 0.6892 -2.3986 2.1882
7 H -0.6166 -0.6792 -1.0892
8 H -0.9305 2.0740 0.9596
9 H -1.6917 2.4837 -1.3085
10 H -2.8098 0.7000 0.0077
11 H 0.0980 -2.2946 1.6028
12 H 1.8688 -0.4867 -1.2762

Force components x, y, z for each atom (eV/Å):
N 1.23 -1.15 -1.10
N -1.86 0.05 -0.23
Si -2.97 0.27 -2.66
Si 0.41 1.62 0.87
H -1.49 -0.33 0.07
H -1.84 0.33 -1.84
H 0.72 0.62 0.51
H 0.47 0.77 1.57
H 0.74 -1.65 1.32
H 1.39 0.48 0.09
H 1.85 -0.32 1.83
H 1.36 -0.68 -0.44

***

This record from the OMol25 dataset describes a 4-piece molecular cluster, H8O3S2 overall in a non-equilibrium geometry. The level of theory is ωB97M-V/def2-TZVPD.

The lowest unoccupied orbital energy comes out at -0.191 eV. The largest force on an atom comes out at 1.7 eV/A. As for the energy above the lowest of the compared OMol25 structures with the same formula, charge and spin: 22.84 kcal per mole. Its HOMO-LUMO gap is 8.9 eV. The SMILES is SS.O.O.O.

Cartesian coordinates (Å):
1 S -4.5364 -0.0562 -1.9006
2 S -2.9758 0.6299 -0.6238
3 H -5.1509 1.1065 -2.1308
4 H -2.2415 -0.2117 -1.3752
5 O 4.5556 2.9092 -2.3700
6 H 3.7669 3.4183 -2.5999
7 H 4.6105 2.8487 -1.4167
8 O 2.4131 -0.8531 3.6701
9 H 1.7118 -1.2524 3.1497
10 H 2.2936 -1.4172 4.4400
11 O -1.2294 -2.4994 0.2109
12 H -1.9494 -3.0487 0.4951
13 H -1.2681 -1.5740 0.4512

Force components x, y, z for each atom (eV/Å):
S -0.10 0.06 0.54
S -0.56 -0.64 -0.96
H 0.12 0.23 0.00
H 0.57 0.38 0.39
O -0.01 0.02 -0.53
H 0.22 -0.15 0.34
H -0.21 0.13 0.19
O -0.46 -0.53 0.21
H -0.09 0.31 -0.79
H 0.55 0.21 0.57
O 1.44 -0.26 -0.85
H -0.67 0.44 0.47
H -0.79 -0.19 0.42

***

This record from the OMol25 dataset describes a 4-piece molecular cluster, H8O3S2 overall in a non-equilibrium geometry. The level of theory is ωB97M-V/def2-TZVPD.

The lowest unoccupied orbital energy comes out at 0.039 eV. The largest force on an atom comes out at 1.3 eV/A. As for the energy above the lowest of the compared OMol25 structures with the same formula, charge and spin: 20.64 kcal per mole. Its HOMO-LUMO gap is 9.1 eV. The SMILES is SS.O.O.O.

Cartesian coordinates (Å):
1 S -5.0599 -1.1326 -1.1024
2 S -3.5979 0.1803 -1.8488
3 H -4.6207 -1.2947 0.1520
4 H -3.6299 -0.5843 -2.9400
5 O 4.9929 4.9795 -2.4006
6 H 4.9246 4.6099 -1.5153
7 H 4.1789 5.4526 -2.5854
8 O 2.1703 -0.9990 3.7027
9 H 2.3185 -0.7855 2.7811
10 H 2.0937 -1.9471 3.8028
11 O -0.9227 -2.7773 0.5993
12 H -1.3217 -3.6458 0.5869
13 H -1.5261 -2.0560 0.7678

Force components x, y, z for each atom (eV/Å):
S -0.29 0.26 0.20
S -0.51 -0.47 0.19
H 0.26 0.04 -0.04
H 0.54 0.17 -0.32
O 0.29 -0.08 -0.14
H -0.19 0.12 -0.05
H -0.10 -0.04 0.19
O -0.01 0.52 0.51
H -0.02 -0.33 -0.18
H 0.01 -0.19 -0.34
O 1.24 0.14 -0.16
H -0.65 0.24 0.12
H -0.57 -0.38 0.03

***

This record from the OMol25 dataset describes a 4-piece molecular cluster, H8O4 overall in a non-equilibrium geometry. The level of theory is ωB97M-V/def2-TZVPD.

The lowest unoccupied orbital energy (alpha / beta) comes out at 3.773 / 3.779 eV. The largest force on an atom comes out at 1.4 eV/A. As for the multiplicity: 2. As for the energy above the lowest of the compared OMol25 structures with the same formula, charge and spin: 7.58 kcal per mole. Its HOMO-LUMO gap (alpha / beta) is 2.9 / 11.0 eV. As for the net charge: -1.

Cartesian coordinates (Å):
1 O -0.7960 1.9004 1.3713
2 H -1.0426 2.7448 1.7486
3 H -1.5671 1.6247 0.8756
4 O 0.6123 -2.6051 -1.0884
5 H 0.6298 -1.8479 -0.5031
6 H -0.0026 -3.2124 -0.6769
7 O -0.5834 0.7422 -1.6898
8 H 0.1810 0.7319 -2.2658
9 H -0.2459 0.4647 -0.8381
10 O 0.8619 -0.3463 0.6766
11 H 1.6060 -0.5144 1.2548
12 H 0.3467 0.3173 1.1353

Force components x, y, z for each atom (eV/Å):
O 1.05 -0.93 -0.05
H -0.21 0.90 0.50
H -0.81 -0.14 -0.40
O 0.19 -0.61 -0.50
H -0.04 0.68 0.44
H -0.14 -0.06 0.07
O -0.50 0.14 -0.47
H 0.22 -0.06 -0.07
H 0.26 -0.03 0.30
O 0.24 -0.74 -0.63
H 0.36 -0.05 0.24
H -0.61 0.91 0.56

***

This record from the OMol25 dataset describes H8O4 as an isolated structure in a non-equilibrium geometry. The level of theory is ωB97M-V/def2-TZVPD.

The lowest unoccupied orbital energy comes out at -0.444 eV. The largest force on an atom comes out at 8.6 eV/A. As for the energy above the lowest of the compared OMol25 structures with the same formula, charge and spin: 116.46 kcal per mole. Its HOMO-LUMO gap is 9.1 eV.

Cartesian coordinates (Å):
1 O -0.5703 1.1437 1.3335
2 H -0.7860 0.9399 0.4235
3 H -0.0203 0.4141 1.6190
4 O -1.0075 0.7430 -2.0380
5 H -1.7898 0.2293 -1.8371
6 H -0.2777 0.1764 -1.7876
7 O 0.4979 -0.5858 1.3717
8 H 0.3068 -1.4337 1.7726
9 H 1.4420 -0.4746 1.4840
10 O 0.4502 -0.2972 -1.0334
11 H 1.3859 -0.1144 -1.1192
12 H 0.3688 -0.7407 -0.1890

Force components x, y, z for each atom (eV/Å):
O -2.92 4.82 0.02
H -0.19 0.47 -0.35
H -1.73 2.57 0.85
O -4.46 3.14 -2.63
H -0.39 0.08 -0.24
H -1.09 0.48 -1.32
O 4.32 -7.35 0.59
H -0.23 -0.64 0.49
H 0.74 0.04 0.09
O 5.86 -3.57 2.52
H 0.39 0.09 -0.23
H -0.32 -0.11 0.21

***

This record from the OMol25 dataset describes a 4-piece molecular cluster, H8O4 overall. The level of theory is ωB97M-V/def2-TZVPD.

The lowest unoccupied orbital energy comes out at 0.007 eV. The largest force on an atom comes out at 0.8 eV/A. As for the energy above the lowest of the compared OMol25 structures with the same formula, charge and spin: 20.20 kcal per mole. Its HOMO-LUMO gap is 10.4 eV. The SMILES is O.O.O.O.

Cartesian coordinates (Å):
1 O -0.6552 2.2383 -0.7979
2 H -0.6755 2.6029 0.0870
3 H -0.1250 1.4453 -0.7186
4 O -1.9316 -1.0685 -0.8587
5 H -2.1868 -0.7205 -0.0043
6 H -1.0243 -0.7851 -0.9719
7 O 0.6663 -0.4885 -1.0900
8 H 0.8523 -0.3897 -0.1562
9 H 1.4240 -0.9593 -1.4371
10 O 1.1411 -0.4568 1.6387
11 H 0.8866 -0.1531 2.5100
12 H 1.6281 -1.2651 1.7989

Force components x, y, z for each atom (eV/Å):
O -0.15 0.24 0.01
H -0.05 0.18 0.17
H 0.22 -0.31 -0.30
O -0.77 -0.30 0.13
H -0.20 0.08 0.12
H 0.41 -0.05 -0.31
O 0.27 0.27 -0.42
H 0.13 -0.01 0.75
H 0.08 -0.08 -0.32
O 0.07 0.05 -0.04
H -0.15 0.20 0.17
H 0.14 -0.29 0.03

***

This record from the OMol25 dataset describes a 4-piece molecular cluster, H8O4 overall in a non-equilibrium geometry. The level of theory is ωB97M-V/def2-TZVPD.

The lowest unoccupied orbital energy comes out at 0.389 eV. The largest force on an atom comes out at 5.2 eV/A. As for the energy above the lowest of the compared OMol25 structures with the same formula, charge and spin: 47.52 kcal per mole. Its HOMO-LUMO gap is 11.5 eV. The SMILES is O.O.O.O.

Cartesian coordinates (Å):
1 O 0.4194 1.5852 -0.2768
2 H -0.2806 0.9850 -0.6739
3 H 0.7079 2.3073 -0.8289
4 O -0.6149 0.0033 1.3386
5 H -0.2328 0.8086 0.9662
6 H 0.1122 -0.7946 1.2342
7 O -1.2038 -0.6588 -0.8337
8 H -1.3344 -0.4408 0.1152
9 H -2.2117 -0.3955 -1.0193
10 O 1.5715 -1.0406 -0.1206
11 H 0.6734 -1.5042 -0.3152
12 H 1.1884 -0.0792 -0.3384

Force components x, y, z for each atom (eV/Å):
O -0.51 -0.71 -0.18
H 0.71 1.10 -0.68
H -0.24 0.09 -0.50
O 1.65 -3.11 1.87
H 0.58 -0.02 0.79
H -2.05 3.41 0.61
O -4.73 1.18 -1.88
H 0.94 -0.31 0.89
H 3.11 -1.17 -0.55
O -3.96 1.59 -1.00
H 2.48 0.44 0.00
H 2.04 -2.51 0.64

***

This record from the OMol25 dataset describes a 4-piece molecular cluster, H8O4 overall. The level of theory is ωB97M-V/def2-TZVPD.

The lowest unoccupied orbital energy comes out at 0.062 eV. The largest force on an atom comes out at 0.5 eV/A. As for the energy above the lowest of the compared OMol25 structures with the same formula, charge and spin: 19.41 kcal per mole. Its HOMO-LUMO gap is 10.7 eV. The SMILES is O.O.O.O.

Cartesian coordinates (Å):
1 O -0.3760 -2.3558 1.7568
2 H 0.4268 -2.6986 1.3486
3 H -0.1448 -1.4717 2.0705
4 O 0.5823 0.1410 -1.0314
5 H 1.1972 -0.5963 -0.9792
6 H 0.3177 0.3219 -0.1065
7 O 0.0587 0.7539 1.7441
8 H 0.6528 0.4814 2.4554
9 H -0.1499 1.6757 1.9435
10 O -1.2181 1.4028 -3.0591
11 H -0.7819 0.8613 -2.3823
12 H -0.5648 1.4843 -3.7604

Force components x, y, z for each atom (eV/Å):
O 0.23 0.09 0.09
H -0.10 0.01 0.05
H -0.24 -0.20 -0.22
O -0.12 0.10 0.41
H -0.08 0.01 -0.06
H 0.18 -0.11 -0.44
O 0.12 0.04 0.35
H 0.01 0.20 -0.11
H -0.06 -0.13 -0.09
O 0.01 -0.10 0.07
H 0.07 0.09 -0.12
H -0.02 -0.01 0.07

***

This record from the OMol25 dataset describes H8O4 as an isolated structure in a non-equilibrium geometry. The level of theory is ωB97M-V/def2-TZVPD.

The lowest unoccupied orbital energy comes out at 0.242 eV. The largest force on an atom comes out at 5.8 eV/A. As for the energy above the lowest of the compared OMol25 structures with the same formula, charge and spin: 78.50 kcal per mole. Its HOMO-LUMO gap is 10.7 eV.

Cartesian coordinates (Å):
1 O 0.3011 -1.3220 -1.8468
2 H 0.5514 -0.4239 -1.6298
3 H 0.9005 -1.5752 -2.5487
4 O -0.1201 -0.4310 0.0835
5 H 0.2793 -1.0109 -0.5648
6 H 0.4963 -0.4289 0.8158
7 O -0.3732 0.5088 3.4366
8 H -0.9556 1.2665 3.4893
9 H 0.0559 0.5946 2.5852
10 O -0.6770 1.1914 -1.2977
11 H -0.5644 0.4732 -0.6751
12 H 0.1058 1.1575 -1.8475

Force components x, y, z for each atom (eV/Å):
O 0.86 -1.34 -3.14
H 0.17 0.79 -1.70
H 0.16 -0.44 -0.29
O 0.63 -1.68 5.55
H -0.15 -1.98 1.47
H -0.12 0.16 0.44
O 0.15 -0.24 0.19
H -0.18 0.19 0.00
H -0.02 0.15 -0.12
O -0.85 3.02 -2.74
H -0.60 0.62 0.68
H -0.04 0.75 -0.35

***

This record from the OMol25 dataset describes a 4-piece molecular cluster, H8O4 overall in a non-equilibrium geometry. The level of theory is ωB97M-V/def2-TZVPD.

The lowest unoccupied orbital energy comes out at -0.006 eV. The largest force on an atom comes out at 2.2 eV/A. As for the energy above the lowest of the compared OMol25 structures with the same formula, charge and spin: 22.29 kcal per mole. Its HOMO-LUMO gap is 10.6 eV. The SMILES is O.O.O.O.

Cartesian coordinates (Å):
1 O 2.4571 -0.2874 -0.0717
2 H 2.1764 -0.4122 -0.9901
3 H 1.6495 -0.6733 0.3198
4 O -1.2391 0.3873 0.4258
5 H -1.2652 0.8532 1.2446
6 H -0.7117 -0.4344 0.5165
7 O 0.3828 -1.8645 0.6926
8 H 0.6030 -2.4432 -0.0914
9 H 0.1953 -2.5284 1.3548
10 O -1.4577 2.4092 -1.5145
11 H -1.3224 1.7287 -0.8580
12 H -1.4681 3.2651 -1.0285

Force components x, y, z for each atom (eV/Å):
O -1.00 -0.50 -0.52
H 0.69 0.48 -0.20
H 0.78 0.38 0.65
O 0.03 -0.81 -1.06
H 0.16 0.21 0.99
H -0.35 0.68 0.23
O 0.15 -1.51 -1.54
H -0.32 1.07 0.98
H -0.14 -0.05 0.64
O -0.14 1.65 -0.13
H 0.10 -0.53 0.51
H 0.05 -1.07 -0.54

***

This record from the OMol25 dataset describes a 4-piece molecular cluster, H8O4 overall in a non-equilibrium geometry. The level of theory is ωB97M-V/def2-TZVPD.

The lowest unoccupied orbital energy comes out at 0.259 eV. The largest force on an atom comes out at 3.7 eV/A. As for the energy above the lowest of the compared OMol25 structures with the same formula, charge and spin: 39.87 kcal per mole. Its HOMO-LUMO gap is 11.2 eV. The SMILES is O.O.O.O.

Cartesian coordinates (Å):
1 O -1.4666 0.8217 1.6853
2 H -0.9052 1.2218 0.9346
3 H -1.0133 0.0705 2.0869
4 O 1.7847 -0.5646 -1.3902
5 H 1.5314 -0.9729 -2.1865
6 H 1.0183 -0.5946 -0.8170
7 O -0.7380 -1.5148 1.3574
8 H -1.3213 -1.6801 2.0670
9 H -0.1130 -2.2829 1.1889
10 O 0.4521 1.7915 -2.0317
11 H -0.3450 1.7166 -1.5332
12 H 1.1159 1.9878 -1.3617

Force components x, y, z for each atom (eV/Å):
O 0.43 2.04 -1.26
H -1.13 -1.46 2.15
H 0.53 0.75 -0.77
O 0.99 0.41 1.76
H -0.59 -0.65 -1.57
H -0.23 -0.01 -0.02
O 2.64 -1.43 -2.09
H -0.94 -1.12 1.11
H -1.46 1.23 0.84
O 0.62 0.40 -0.29
H -1.06 -0.02 0.35
H 0.19 -0.12 -0.22